Entry 1:
Below is C23H21FN4O5S as an isolated structure, with properties calculated with the ωB97M-V functional and the def2-TZVPD basis.

XYZ file:
```
55
Properties=species:S:1:pos:R:3:forces:R:3:lowdin_charge:R:1
O -0.9951 -0.1427 0.3603 0.53 -1.83 -1.10 0.095
C -0.7418 0.9109 0.8485 -3.74 5.86 2.63 -0.484
N -1.4529 2.1177 0.6007 -4.73 -13.87 -6.62 0.153
H -1.1667 2.8706 0.9192 3.39 9.20 3.23 -0.016
C -2.5824 1.9388 -0.5847 -1.09 5.70 6.58 -0.017
C -3.5829 0.8379 -0.3685 2.67 3.88 0.62 -0.337
C -3.7857 0.0241 -1.3892 6.83 4.79 -8.30 -0.120
C -4.5638 -0.9340 -1.6975 -4.05 -1.59 6.12 0.014
C -5.2574 -1.2295 -0.5057 0.22 -0.37 2.22 -0.183
C -4.9996 -0.5272 0.7298 0.06 2.68 -2.70 -0.018
C -4.2726 0.8131 0.7775 -3.75 -11.16 -6.20 0.136
H -4.1957 1.3001 1.5501 0.89 5.33 7.81 0.034
O -5.7899 -1.1767 1.6356 8.29 13.04 6.48 0.093
C -6.4425 -2.0322 1.2373 -7.89 -16.30 -4.51 -0.325
O -6.0961 -2.2889 -0.2780 0.11 1.25 1.61 0.029
H -6.2511 -3.0543 1.8926 0.38 1.20 -1.68 0.161
H -7.5194 -2.1436 1.3169 -0.85 1.61 -0.56 0.121
H -4.7079 -1.6091 -2.3785 -0.21 -2.89 -4.78 0.080
H -3.0476 0.5162 -2.5150 -2.01 -1.76 3.41 0.226
H -3.2097 3.0775 -0.1365 1.53 -3.19 -1.95 0.203
H -2.1511 2.1902 -1.4912 0.68 -0.22 -1.73 0.038
C 0.0692 1.1811 2.0881 3.94 -11.12 -4.42 0.090
N 1.4857 1.2169 1.3364 -2.70 -6.32 4.67 0.035
C 1.7026 2.2679 0.7087 3.44 8.43 -9.16 -0.363
O 1.0577 3.3739 0.3896 0.73 -4.02 3.54 -0.033
C 2.9717 2.1447 -0.4873 -11.68 -4.64 -0.41 -0.047
H 3.5768 2.7802 -0.3424 8.23 8.94 2.31 -0.015
C 2.3192 2.3656 -1.9253 -0.54 -5.31 3.32 0.022
C 0.8921 1.4291 -1.8797 11.21 6.77 -0.95 -0.633
O -0.0489 1.9782 -2.1349 -9.77 5.29 -1.45 0.150
N 0.9813 0.2085 -1.8630 -1.63 -13.30 1.23 0.139
C 1.9674 -0.8199 -1.9338 4.72 9.35 1.52 -0.695
N 3.2907 -0.4910 -1.7782 -0.93 -3.79 -1.54 0.075
C 3.9879 -1.7876 -1.8472 2.87 6.72 2.12 -0.234
C 3.2858 -2.8896 -1.8560 -1.26 0.77 -0.32 -0.351
S 1.6625 -2.3128 -1.8285 -3.34 -8.51 -0.73 1.130
H 3.7183 -3.8196 -2.0542 -0.28 -1.60 0.17 0.066
H 5.0786 -1.5426 -1.5475 -1.62 -1.31 -1.23 0.143
H 0.0188 -0.2541 -1.7009 1.60 1.10 -0.57 0.179
H 1.9545 3.3699 -2.0570 0.55 0.18 -0.60 0.103
H 3.0753 1.7019 -2.4405 -0.86 1.70 -0.87 0.101
H 3.2994 1.2630 -0.1487 1.73 -3.52 -0.65 -0.007
C 2.2099 -0.0776 1.4386 7.34 0.63 1.31 0.003
C 1.7098 -1.4494 1.3055 1.36 14.06 2.66 -0.151
C 2.4500 -2.3668 1.3665 14.00 -11.99 2.48 -0.049
C 4.0601 -2.3690 1.7099 -11.34 7.35 -1.91 0.146
C 4.5108 -1.1418 1.9033 -6.96 -1.87 -2.01 -0.563
C 3.7888 -0.0420 1.7632 -10.29 8.01 -2.13 0.105
H 4.1277 1.1685 1.7697 -0.26 -4.01 0.36 0.194
F 5.6065 -0.8248 2.2011 12.36 1.27 3.13 0.239
H 4.5675 -3.1170 1.7925 5.36 -8.77 0.84 0.010
H 2.1437 -3.3659 1.2776 -0.63 -1.23 -0.51 0.104
H 0.9008 -1.3525 0.9322 -11.05 -0.46 -4.05 0.000
H 0.2162 0.1609 2.7226 -0.87 2.65 -1.17 0.188
H 0.1735 1.9546 2.5959 -0.67 7.19 4.47 0.037
```
Forces are in eV/Å.

2S+1   1
Maximum force   0.3630 Eh/bohr
E_HOMO   -0.282 Eh

Entry 2:
Below is C23H21N10RbS3 as an isolated structure, with properties calculated with the ωB97M-V functional and the def2-TZVPD basis.

XYZ file:
```
58
Properties=species:S:1:pos:R:3:forces:R:3:lowdin_charge:R:1
Rb -0.0238 0.1324 -0.2041 -0.07 -0.07 -0.15 0.787
S 4.7804 -7.0180 -0.7036 -0.73 0.89 0.15 1.010
N 3.7247 -6.3145 -1.7123 -0.14 -0.06 -0.39 -0.224
C 3.1607 -5.2890 -1.0903 0.77 -0.75 0.45 -0.297
C 2.1316 -4.4344 -1.6014 -0.61 0.73 -0.11 -0.085
C 1.5408 -4.6136 -2.8569 -0.10 0.12 0.12 0.017
C 0.4818 -3.8119 -3.2166 0.12 -0.11 0.08 -0.027
C 0.0512 -2.8406 -2.3093 -0.06 -0.06 -0.23 -0.133
N 0.6353 -2.6111 -1.1530 0.05 0.09 0.22 0.059
C 1.6691 -3.3754 -0.7864 0.02 -0.61 -0.90 -0.150
C 2.3103 -3.0941 0.4897 0.66 -0.37 0.79 -0.142
N 2.0169 -1.9472 1.1108 -0.27 0.09 -0.32 0.095
C 2.5504 -1.7058 2.2880 0.13 -0.08 0.34 -0.137
C 3.3598 -2.6155 2.9728 0.03 -0.09 -0.11 -0.037
C 3.7104 -3.7867 2.3366 -0.11 0.16 -0.18 0.010
C 3.2240 -4.0218 1.0474 -0.41 0.79 0.37 -0.086
C 3.6455 -5.1277 0.2431 0.47 -0.90 -0.70 -0.300
N 4.5511 -6.0402 0.5685 0.14 0.08 0.38 -0.227
H 1.9288 -5.3779 -3.5123 -0.02 -0.12 -0.06 0.119
H -0.0073 -3.9142 -4.1741 -0.01 0.02 -0.02 0.115
H -0.7905 -2.2029 -2.5471 -0.06 0.04 -0.11 0.113
H 2.3181 -0.7419 2.7250 -0.04 0.04 0.08 0.098
H 3.7153 -2.3874 3.9663 0.06 0.04 0.04 0.105
H 4.3622 -4.5190 2.7893 0.08 -0.01 0.06 0.119
S -2.0041 2.4699 -1.9166 -0.47 0.55 0.83 0.430
C -1.5024 1.4853 -3.1633 -0.22 0.10 -0.52 -1.228
N -0.4631 0.6983 -3.1605 0.41 -0.22 0.55 -0.079
C -0.2647 0.0832 -4.3576 -0.22 -0.15 -0.81 -0.356
C 0.7988 -0.7604 -4.6767 -0.05 0.12 0.08 -0.057
C 0.8826 -1.2927 -5.9488 0.08 -0.12 -0.11 -0.113
C -0.0752 -1.0035 -6.9156 -0.03 -0.03 -0.17 -0.113
C -1.1348 -0.1585 -6.6256 0.07 -0.05 0.03 -0.108
C -1.2257 0.3741 -5.3542 -0.02 0.11 0.05 -0.494
S -2.4016 1.4930 -4.7232 0.53 -0.26 0.37 0.971
H 1.5562 -0.9688 -3.9329 0.04 0.01 0.04 0.107
H 1.7159 -1.9333 -6.2057 0.04 -0.05 0.00 0.097
H 0.0149 -1.4230 -7.9080 0.03 -0.03 -0.04 0.094
H -1.8650 0.1012 -7.3768 -0.07 -0.04 -0.11 0.102
C -2.1672 4.6086 1.7762 0.11 -0.06 -0.23 -0.044
N -1.6151 3.8502 2.8809 -0.19 -0.01 0.04 -0.161
C -1.7362 4.3621 4.2252 0.05 -0.17 0.18 -0.064
C -0.9139 2.7054 2.5936 -0.04 0.33 -0.24 -0.450
N -0.6211 2.2697 1.4409 -0.02 0.15 -0.18 0.031
N -0.4794 2.0043 3.7256 0.17 0.49 0.61 0.124
C -0.1399 0.6737 3.7722 0.05 -0.55 0.18 -0.548
N 0.6280 0.3511 4.8855 0.23 0.17 0.15 0.126
N -0.5084 -0.1561 2.8883 -0.15 -0.27 -0.48 0.092
H -2.7154 5.4655 2.1580 0.02 -0.04 0.05 0.083
H -2.8562 3.9952 1.1901 0.03 0.03 -0.03 0.096
H -1.3819 4.9747 1.1088 -0.02 0.01 -0.04 0.097
H -2.3423 5.2649 4.2178 0.04 -0.06 -0.02 0.085
H -0.7558 4.6265 4.6410 -0.07 0.08 0.11 0.087
H -2.2192 3.6351 4.8841 0.01 0.08 0.05 0.090
H -1.0149 2.8122 0.6783 -0.07 0.08 -0.01 -0.036
H -0.1859 2.5600 4.5141 -0.09 -0.07 -0.16 0.118
H 0.6407 0.9833 5.6706 -0.03 -0.09 -0.04 0.087
H 0.6729 -0.6233 5.1367 -0.13 0.10 -0.04 0.095
H -0.2074 -1.1025 3.0933 0.08 0.01 0.16 0.039
```
Forces are in eV/Å.

2S+1   1
Maximum force   0.0240 Eh/bohr
E_HOMO   -0.232 Eh

Entry 3:
Below is C23H22Br2N3OPPd as an isolated structure, with properties calculated with the ωB97M-V functional and the def2-TZVPD basis.

XYZ file:
```
53
Properties=species:S:1:pos:R:3:forces:R:3:mulliken_spin:R:1
Pd -1.6247 -0.7018 -0.4674 -0.28 -0.04 0.59 0.425
Br -3.2622 -2.6042 -1.8334 0.04 -0.13 -0.11 0.148
C -3.4729 -1.7038 -0.1829 0.49 0.36 -0.29 0.191
Br -2.0707 -0.3528 2.0336 -0.04 -0.14 -0.47 -0.013
H -3.4461 -2.3833 0.6523 -0.04 -0.04 0.05 -0.008
H -4.2898 -0.9987 -0.2089 -0.08 0.01 0.06 -0.009
N -0.6048 2.1612 -0.9010 -0.05 0.11 0.16 0.009
P 0.1342 0.8282 -0.1520 0.00 -0.11 -0.73 0.146
C 1.6395 0.4662 -1.0812 0.13 0.01 0.11 -0.023
C 2.7419 1.3281 -1.0424 0.03 -0.06 -0.11 0.005
C 3.8576 1.0535 -1.8162 -0.06 0.02 0.04 0.000
C 3.8837 -0.0813 -2.6221 0.03 0.02 0.01 0.001
C 2.7933 -0.9349 -2.6650 -0.03 -0.02 0.00 -0.002
C 1.6679 -0.6644 -1.8956 0.08 0.09 -0.02 -0.010
C 0.6619 1.5445 1.4021 0.00 -0.13 0.08 0.008
C -0.0728 2.5654 2.0010 0.01 0.03 0.11 0.006
C 0.3488 3.1005 3.2097 -0.03 -0.01 -0.04 -0.003
C 1.4816 2.5998 3.8361 0.01 -0.01 0.01 0.010
C 2.1936 1.5549 3.2600 -0.03 -0.02 0.01 -0.006
C 1.7849 1.0257 2.0460 0.05 0.07 0.03 0.010
C -1.4839 2.0080 -1.9541 0.18 -0.02 0.07 -0.010
C -1.9153 3.1031 -2.7023 0.05 0.08 -0.06 -0.002
C -2.7814 2.8834 -3.7480 -0.03 0.08 -0.04 0.002
C -3.1887 1.5844 -4.0423 0.01 0.03 -0.06 0.000
C -2.7206 0.5656 -3.2499 0.06 -0.02 0.00 0.002
N -1.8888 0.7637 -2.2115 -0.53 -0.07 0.28 0.053
H -0.2305 3.0848 -0.7462 0.02 0.05 -0.05 0.000
H 2.7287 2.2100 -0.4115 0.00 -0.04 -0.01 0.001
H 4.7085 1.7217 -1.7905 -0.01 -0.02 0.00 0.000
H 4.7639 -0.2991 -3.2153 -0.05 0.02 0.01 0.000
H 2.8176 -1.8160 -3.2941 -0.01 0.03 0.03 0.000
H 0.8202 -1.3343 -1.9148 -0.02 -0.06 0.01 0.002
H -0.9848 2.9257 1.5423 0.04 0.01 0.00 0.001
H -0.2173 3.9019 3.6676 0.02 -0.03 -0.02 0.000
H 1.8091 3.0220 4.7783 -0.02 -0.03 -0.04 0.000
H 3.0717 1.1575 3.7534 -0.02 0.02 -0.02 0.000
H 2.3586 0.2279 1.5888 0.02 0.05 0.00 0.001
H -1.5652 4.0978 -2.4564 -0.02 -0.05 -0.01 -0.001
H -3.1367 3.7187 -4.3392 0.02 -0.04 0.03 0.000
H -3.8555 1.3704 -4.8665 0.04 0.01 0.06 0.000
H -3.0050 -0.4577 -3.4375 -0.03 -0.01 0.03 0.002
O -0.3723 -2.6167 -0.3455 0.17 -0.11 0.76 0.059
N -0.1915 -3.0765 0.8919 -0.07 0.03 -0.48 -0.007
C 0.7860 -2.5749 1.6599 0.05 0.13 0.01 0.004
C 0.9598 -3.0114 2.9539 0.04 0.02 0.02 -0.002
C 0.1205 -3.9876 3.4650 0.02 0.01 0.08 0.006
C -0.8627 -4.5126 2.6431 -0.04 -0.06 -0.02 -0.002
C -0.9976 -4.0433 1.3546 -0.14 -0.06 0.08 0.007
H 1.3910 -1.8225 1.1794 0.01 0.01 -0.01 -0.005
H 1.7483 -2.5760 3.5523 -0.03 -0.01 -0.03 0.000
H 0.2292 -4.3320 4.4858 0.01 0.01 -0.08 0.000
H -1.5302 -5.2894 2.9893 0.00 0.03 -0.02 0.000
H -1.7297 -4.3996 0.6472 -0.02 0.01 -0.04 0.000
```
Forces are in eV/Å.

2S+1   2
Maximum force   0.0153 Eh/bohr
E_HOMO (alpha / beta)   -0.405 / -0.407 Eh
Net charge   +1

What is the formula in the third record?
C23H22Br2N3OPPd

Which of these has the highest 2S+1?
C23H22Br2N3OPPd

The highest maximum force belongs to which entry?
C23H21FN4O5S